A single C6H10 molecule, computed with wB97M-V/def2-TZVPD.

Computed properties:
E_tot   -6382.71859 eV
Lowest unoccupied orbital energy   1.11 eV
Energy relative to the best compared isomer or geometry (same formula, charge and spin)   26.3 kcal per mole
SMILES string   C=CCC(=C)C

Cartesian coordinates (Å):
C  1.155  -2.195  0.231
C  0.023  -1.624  -0.148
C  -0.668  -0.485  0.548
C  -0.496  0.870  -0.117
C  -1.483  1.767  -0.012
C  0.865  1.261  -0.612
H  1.562  -1.883  1.191
H  1.630  -3.066  -0.196
H  -0.471  -1.841  -1.094
H  -0.330  -0.371  1.587
H  -1.732  -0.709  0.659
H  -1.350  2.765  -0.406
H  -2.395  1.470  0.487
H  1.416  1.638  0.254
H  0.813  1.984  -1.421
H  1.462  0.418  -0.952

Mulliken charges, unit e, in atom order: atom 1 (C): -0.6295, atom 2 (C): -0.2380, atom 3 (C): -0.6267, atom 4 (C): 0.7965, atom 5 (C): -1.0788, atom 6 (C): -1.1916, atom 7 (H): 0.2390, atom 8 (H): 0.2799, atom 9 (H): 0.2673, atom 10 (H): 0.3023, atom 11 (H): 0.3312, atom 12 (H): 0.2987, atom 13 (H): 0.2757, atom 14 (H): 0.2634, atom 15 (H): 0.3884, atom 16 (H): 0.3222